Computed, not measured: C12H18OSi in the gas phase at a distorted geometry, with ωB97M-V/def2-TZVPD.

XYZ file:
```
32
Properties=species:S:1:pos:R:3:forces:R:3:lowdin_charge:R:1
C 0.81488 2.90062 0.37738 0.96 0.34 0.72 0.022
C 0.99646 1.88626 -0.45198 1.64 -0.24 0.48 -0.423
C 0.36029 1.75316 -1.76887 -2.98 -0.55 -0.01 -0.074
C 2.01329 0.79103 -0.08111 -2.21 2.63 4.54 -0.106
C 1.41856 -0.24853 0.93788 -0.40 -0.21 -0.07 -0.324
C 2.53667 -1.18244 1.30073 1.53 1.00 0.17 -0.083
C 2.71680 -2.31878 0.64967 2.92 0.08 2.77 -0.176
C 1.71258 -2.91678 -0.02304 -3.00 -4.52 -3.09 -0.168
C 0.45301 -2.42946 -0.09107 0.81 2.43 0.21 -0.107
C 0.22245 -1.03459 0.35322 -0.86 -0.27 1.11 -0.264
Si -1.38047 -0.30907 0.49680 -0.53 -1.07 0.27 0.737
C -2.22897 1.02779 1.58327 1.09 0.04 0.26 -0.171
O -2.73720 -1.05734 -0.08405 0.77 0.49 0.36 -0.310
C -3.29894 -1.76333 -1.18257 -0.64 0.57 1.06 -0.109
H 1.44092 3.04358 1.28840 -0.72 -0.34 -0.67 0.082
H 0.22759 3.73250 0.07370 -0.66 0.58 -0.02 0.048
H 1.02492 1.25289 -2.44422 0.25 -0.21 -0.57 0.064
H -0.48340 0.94133 -1.50227 1.32 1.65 -1.30 0.078
H -0.08031 2.69725 -2.26201 0.61 -1.46 1.02 0.110
H 2.69247 1.31575 0.64516 0.39 -0.50 -1.49 0.127
H 2.38852 0.32999 -0.90337 1.56 -1.33 -2.20 0.083
H 1.11523 0.30065 1.86918 0.14 -0.09 -0.92 0.133
H 3.43036 -0.89567 1.88645 -0.99 0.51 0.06 0.114
H 3.56754 -2.96468 0.95281 -0.31 0.68 -0.54 0.120
H 1.93088 -3.98538 -0.37382 -0.66 1.54 0.42 0.125
H -0.38579 -2.99036 -0.41085 -0.52 -0.60 -0.49 0.076
H -3.11507 0.44263 1.96635 0.99 0.83 -0.05 0.036
H -1.53186 1.48963 2.40271 -1.53 -0.93 -1.54 0.064
H -2.60542 1.81657 0.88776 0.30 -0.46 0.70 0.031
H -4.17494 -2.30111 -0.71472 0.86 0.35 -1.05 0.105
H -2.57373 -2.43626 -1.62376 -0.05 -0.25 -0.16 0.070
H -3.62045 -0.99123 -1.90305 -0.10 -0.67 0.03 0.089
```
Forces are in eV/Å.

Computed properties:
- frontier orbital gap (alpha / beta) (Eh) = 0.2501 / 0.2501
- total charge = 0
- ΔE to the lowest compared entry with this formula, charge and spin (kcal per mole) = 112.01